# 1
ORCA calculation (the ωB97M-V functional and the def2-TZVPD basis) on a molecular structure, C13H22Br2ClFN2O3.

## Properties
lowest unoccupied orbital energy = 0.08 eV
HOMO energy = -9.89 eV
multiplicity = 1

Atoms and positions in Å:
C: 3.9787 1.7961 0.2925
C: 3.0088 1.2028 1.3077
Br: 4.0597 -0.1155 2.3440
C: 1.7740 0.5284 0.6353
Br: 1.1580 -0.9775 1.7351
C: 0.5514 1.4300 0.4143
C: 0.8121 2.8570 -0.1193
C: 1.4459 3.9488 0.7301
C: 0.4729 4.4558 1.7895
F: 0.0854 5.7600 1.4862
N: 1.3353 2.6440 -1.4774
C: 0.6738 1.5130 -1.9768
O: 0.7730 1.0744 -3.1152
C: -0.2185 0.9409 -0.8572
C: -0.6191 -0.5095 -1.0525
C: -1.8808 -0.8763 -0.2425
C: -1.7411 -2.0964 0.6723
Cl: -3.2475 -3.0752 0.6571
H: 4.0312 1.1881 -0.6049
H: 4.9748 1.8497 0.7106
H: 3.6831 2.8125 0.0432
H: 2.7137 1.9247 2.0490
H: 2.1142 0.0624 -0.2814
H: -0.0842 1.4484 1.2949
H: -0.1951 3.2314 -0.3003
H: 2.3890 3.6774 1.1814
H: 1.6381 4.7973 0.0766
H: -0.4391 3.8624 1.8176
H: 0.9115 4.4671 2.7831
H: 2.3318 2.6261 -1.6095
H: -1.1498 1.5032 -0.9474
H: 0.1916 -1.2118 -0.8916
H: -0.8787 -0.5912 -2.1060
H: -2.7271 -1.0278 -0.9023
H: -2.1537 -0.0280 0.3835
H: -0.9120 -2.7263 0.3821
H: -1.6152 -1.7921 1.7010
C: -3.8597 -6.0043 -1.0621
N: -3.9436 -7.4800 -1.2407
O: -4.8606 -8.0643 -0.7104
O: -3.0779 -7.9981 -1.9088
H: -4.6908 -5.6852 -0.4463
H: -2.9114 -5.7862 -0.5846
H: -3.9022 -5.5562 -2.0497

Mulliken atomic charge list, values in e, 5 entries: atom 1 (C): -1.386, atom 2 (C): -0.160, atom 3 (Br): -0.133, atom 4 (C): -0.568, atom 5 (Br): -0.011

# 2
ORCA calculation (the ωB97M-V functional and the def2-TZVPD basis) on 3 unconnected molecules or ions with the total composition C13H22Cl4NO6S2.

## Properties
lowest unoccupied orbital energy = 1.89 eV
HOMO energy = -5.59 eV
multiplicity = 1
total charge = -1

Atoms and positions in Å:
C: 8.0948 -2.0675 0.2263
C: 7.7165 -0.7947 0.2288
C: 7.1586 0.7381 0.1913
C: 5.9320 0.7371 -0.8630
C: 4.6732 1.6697 -0.4217
S: 3.2655 1.1657 -1.5800
O: 2.9431 -0.2879 -1.1847
O: 3.8680 1.1123 -2.9826
N: 1.9009 2.2004 -1.4698
S: 1.4317 2.4651 0.1720
O: 2.0528 3.8148 0.5778
O: 1.8668 1.3848 1.1440
C: -0.4412 2.6546 0.2311
C: -1.1543 1.4680 -0.6640
O: -2.4223 1.1421 0.0003
C: -2.4371 -0.2420 0.4352
C: -3.3790 -1.3042 -0.3412
O: -1.7050 -0.6382 1.4163
H: 8.0051 -3.2077 0.0343
H: 7.9770 1.4417 -0.2241
H: 6.7486 1.0783 1.2171
H: 5.5128 -0.3524 -0.8854
H: 6.2519 0.9487 -1.9632
H: 4.4241 1.3796 0.6683
H: 4.9080 2.7971 -0.4821
H: -0.7350 3.7094 -0.1284
H: -0.8012 2.4704 1.3323
H: -0.4181 0.5660 -0.6724
H: -1.3147 1.8085 -1.7629
H: -2.7012 -1.8738 -1.0838
H: -3.9143 -2.0361 0.3915
H: -4.1692 -0.6988 -0.9500
Cl: -3.1361 3.0657 3.0200
C: -2.6250 1.5139 3.7311
C: -3.7351 0.8557 4.5274
Cl: -4.1186 1.7534 6.0190
H: -1.7423 1.6982 4.3476
H: -2.3310 0.8676 2.9013
H: -3.4274 -0.1471 4.8326
H: -4.6522 0.7666 3.9408
Cl: -6.5857 -4.0536 -1.2394
C: -6.1844 -4.2892 -2.9590
C: -4.6874 -4.2852 -3.2032
Cl: -3.9694 -2.6752 -2.9479
H: -6.6878 -3.5091 -3.5345
H: -6.6050 -5.2538 -3.2525
H: -4.4799 -4.5633 -4.2392
H: -4.1714 -4.9934 -2.5511

Mulliken atomic charge list, values in e, 5 entries: atom 1 (C): -0.328, atom 2 (C): -0.200, atom 3 (C): -0.257, atom 4 (C): -0.719, atom 5 (C): -0.693

# 3
ORCA calculation (the ωB97M-V functional and the def2-TZVPD basis) on 4 unconnected molecules or ions with the total composition C13H22F3N5O10S.

## Properties
lowest unoccupied orbital energy = -1.45 eV
HOMO energy = -8.92 eV
multiplicity = 1

Atoms and positions in Å:
O: -2.9311 -3.0214 -2.3457
C: -3.3461 -3.7600 -1.3134
F: -4.6858 -3.3971 -0.7173
N: -2.6404 -4.9562 -0.7142
C: -1.1686 -4.7110 -0.4647
O: -0.3630 -5.7968 -0.3066
O: -0.6629 -3.3339 -0.3455
S: 0.9869 -3.2129 -0.7642
O: 1.4689 -1.8750 -0.0890
O: 1.2278 -2.9700 -2.4371
N: 0.0934 -3.1460 -3.1443
C: -0.1476 -1.7926 -3.8136
O: -0.4417 -0.7013 -3.0774
F: -0.0973 -1.6006 -5.3011
C: 0.4188 -4.2025 -4.2123
O: 1.6509 -4.7639 -4.1447
F: -0.5365 -4.6187 -5.2802
H: -2.7140 -5.8140 -1.3121
C: 0.2782 3.3134 1.5074
O: 0.7066 4.0819 2.3591
N: 0.6611 1.9981 1.3528
C: 0.1049 1.1532 0.3169
C: 1.6497 1.4418 2.2530
H: -0.4773 3.6325 0.7711
H: -0.3859 0.2957 0.7858
H: 0.9161 0.8056 -0.3291
H: -0.6256 1.6991 -0.2865
H: 1.2782 1.5152 3.2795
H: 2.5734 2.0225 2.1704
H: 1.8499 0.3951 2.0080
C: 0.1259 -0.2531 5.2665
O: 1.3108 -0.5597 5.2244
N: -0.4719 0.4910 6.2612
C: -1.8837 0.8114 6.2372
C: 0.3347 0.9683 7.3653
H: -0.5781 -0.5638 4.4775
H: -1.9992 1.8989 6.2264
H: -2.3548 0.3997 7.1342
H: -2.3680 0.3902 5.3518
H: 1.1359 1.6019 6.9733
H: 0.7821 0.1104 7.8764
H: -0.2750 1.5398 8.0704
C: 2.0617 1.8423 -4.1748
O: 1.9665 0.6503 -4.4389
N: 1.0784 2.7868 -4.3788
C: 1.2705 4.1809 -4.0383
C: -0.1865 2.3746 -4.9509
H: 2.9806 2.2636 -3.7358
H: 0.5155 4.4723 -3.3027
H: 1.1558 4.7847 -4.9430
H: 2.2656 4.3501 -3.6177
H: -0.6417 1.6200 -4.3025
H: -0.0047 1.9307 -5.9344
H: -0.8616 3.2288 -5.0518

Mulliken atomic charge list, values in e, 5 entries: atom 1 (O): -0.363, atom 2 (C): 0.470, atom 3 (F): -0.225, atom 4 (N): -0.240, atom 5 (C): 0.610

# 4
ORCA calculation (the ωB97M-V functional and the def2-TZVPD basis) on 5 unconnected molecules or ions with the total composition C13H22N2O3.

## Properties
lowest unoccupied orbital energy = 0.66 eV
SMILES = c1ccncc1.c1ccncc1.CO.CO.CO
HOMO energy = -9.37 eV
energy above the lowest of the compared OMol25 structures with the same formula, charge and spin = 105.6 kcal per mole
multiplicity = 1

Atoms and positions in Å:
C: 5.1048 0.9365 0.0614
C: 4.0195 1.5263 -0.6057
C: 2.9935 0.7105 -1.1199
N: 2.9682 -0.6019 -0.9297
C: 3.9343 -1.1427 -0.2218
C: 4.9840 -0.4353 0.3387
H: 5.9411 1.4818 0.4208
H: 4.0426 2.6155 -0.7347
H: 2.1820 1.1559 -1.6757
H: 3.9069 -2.2401 -0.0257
H: 5.6463 -0.9495 0.9890
C: -4.2354 1.6997 1.2011
C: -2.9811 2.2477 1.4796
C: -2.1789 2.6912 0.4316
N: -2.5910 2.7048 -0.8495
C: -3.8456 2.2613 -1.1275
C: -4.6879 1.7476 -0.1114
H: -4.8753 1.3398 1.9784
H: -2.6752 2.3910 2.5269
H: -1.2097 3.1610 0.5596
H: -4.0658 2.3499 -2.1751
H: -5.5875 1.3589 -0.4459
C: 0.5870 -2.8582 -2.1319
O: 0.4199 -1.5424 -1.6199
H: -0.3975 -3.2395 -2.1752
H: 1.0744 -2.8150 -3.0495
H: 1.1553 -3.5450 -1.4400
H: 1.2024 -1.0612 -1.4044
C: -2.9414 -1.3978 0.4623
O: -1.6146 -1.2632 0.2173
H: -3.5061 -0.6440 -0.0804
H: -3.3489 -2.3866 0.0734
H: -3.2148 -1.4890 1.5034
H: -1.4345 -1.1563 -0.7317
C: 1.1777 -0.4917 1.5992
O: 0.2179 -0.5294 2.5643
H: 2.0325 0.0737 1.9047
H: 1.4968 -1.5174 1.3999
H: 0.8455 -0.0893 0.6421
H: -0.5414 -1.0578 2.3021

Mulliken atomic charge list, values in e, 5 entries: atom 1 (C): -0.345, atom 2 (C): -0.517, atom 3 (C): -0.138, atom 4 (N): -0.349, atom 5 (C): -0.177

# 5
ORCA calculation (the ωB97M-V functional and the def2-TZVPD basis) on a molecular structure, C13H22N2O5RbS.

## Properties
lowest unoccupied orbital energy = -3.57 eV
HOMO energy = -12.11 eV
multiplicity = 1
total charge = +1

Atoms and positions in Å:
C: 2.8736 0.6567 1.7015
C: 2.8684 -0.0300 0.2113
C: 4.4172 -0.6153 -0.0228
C: 2.5848 1.0071 -1.0262
C: 3.1584 2.5374 -0.7645
C: 1.0018 1.0973 -1.4932
O: 0.2379 -0.1437 -1.2930
C: -1.2157 0.0789 -1.3240
O: -1.8266 -1.0913 -1.9845
C: -2.8379 -1.6326 -1.0600
O: -3.8721 -2.4115 -1.4443
C: -2.5002 -1.0705 0.4423
S: -3.9390 -1.3608 1.6053
C: -1.2368 -1.6881 1.2924
C: -1.0553 -3.3134 1.1786
N: -0.7422 -4.0276 0.0472
C: -1.9930 0.4523 0.1092
C: -3.0567 1.5899 -0.4023
O: -4.2770 1.7163 0.4093
N: -4.1705 2.7699 1.2376
O: -4.1785 2.3408 2.4021
H: 3.9021 1.2259 1.9038
H: 2.8322 -0.2426 2.4848
H: 1.9449 1.3444 1.9097
H: 2.1808 -0.9767 0.2381
H: 5.0331 -0.6892 0.9696
H: 4.9433 0.1598 -0.7296
H: 4.3631 -1.6690 -0.5663
H: 3.1894 0.5990 -1.9652
H: 2.2317 3.1865 -0.4212
H: 3.4721 2.9803 -1.8265
H: 4.0296 2.5909 0.0161
H: 0.4324 2.0313 -1.0377
H: 1.0308 1.2933 -2.6692
H: -1.3234 0.9175 -2.1561
H: -3.8600 -0.3208 2.5545
H: -1.4641 -1.4487 2.4397
H: -0.1998 -1.1499 1.0744
H: -1.1580 -3.9479 2.1842
H: -0.6536 -3.3394 -0.7323
H: -1.1468 0.9233 0.7810
H: -2.4907 2.6369 -0.3097
H: -3.3533 1.5036 -1.5459
Rb: -4.1770 -4.4701 -2.4179

Mulliken atomic charge list, values in e, 5 entries: atom 1 (C): -1.331, atom 2 (C): 0.602, atom 3 (C): -1.098, atom 4 (C): 0.086, atom 5 (C): -1.157

# 6
ORCA calculation (the ωB97M-V functional and the def2-TZVPD basis) on 2 unconnected molecules or ions with the total composition C13H22N3OS.

## Properties
lowest unoccupied orbital energy = -4.36 eV
HOMO energy = -11.06 eV
multiplicity = 1
total charge = +1

Atoms and positions in Å:
C: -0.4852 -0.1493 -1.1722
C: 0.9492 0.0604 -0.5154
S: 1.3356 -1.2390 0.7285
C: 1.9350 -0.4779 2.3008
C: 1.1712 0.8525 2.5450
C: -0.1862 0.7800 3.0906
C: -0.8978 2.0733 3.2653
C: -0.2391 3.3075 2.9130
N: 1.0496 3.3006 2.4006
C: 1.7753 2.1529 2.2024
C: 3.2086 2.1373 1.5891
C: 3.6940 3.5902 1.1813
N: 4.0695 4.3389 2.1475
H: -1.3003 0.3745 -0.6067
H: -0.4381 0.3681 -2.1756
H: -0.7147 -1.2263 -1.3613
H: 0.9706 1.1121 -0.1294
H: 1.7220 0.0187 -1.3374
H: 3.0529 -0.3400 2.3220
H: 1.7174 -1.2209 3.1210
H: -0.6916 -0.1804 3.3442
H: -1.9347 2.0971 3.6673
H: -0.7849 4.2685 3.0243
H: 1.4376 4.2185 2.1501
H: 3.2807 1.4225 0.7190
H: 3.9510 1.7771 2.3587
H: 3.6913 3.9238 0.1068
H: 4.3605 5.2546 1.7790
C: -3.7516 -2.6853 -2.3490
O: -3.6402 -1.4757 -2.2652
N: -3.0596 -3.4756 -3.2038
C: -3.2460 -4.9132 -3.2474
C: -2.1010 -2.8629 -4.1052
H: -4.4520 -3.2481 -1.7106
H: -2.2968 -5.4056 -3.0235
H: -3.5771 -5.2024 -4.2472
H: -3.9922 -5.2303 -2.5195
H: -1.3411 -2.3387 -3.5217
H: -2.6149 -2.1372 -4.7386
H: -1.6268 -3.6205 -4.7270

Mulliken atomic charge list, values in e, 5 entries: atom 1 (C): -0.968, atom 2 (C): -0.156, atom 3 (S): -0.105, atom 4 (C): -0.946, atom 5 (C): 0.540